[1]
17
Properties=species:S:1:pos:R:3:forces:R:3:mulliken_charge:R:1 method="wB97M-V/def2-TZVPD" total_energy_ha=-251.579951 homo_ev=-7.21 orbital_gap_ev=5.77 total_charge=0
C 0.25219 -2.00097 -2.02256 -0.561 -0.798 -1.005 -0.8227
N -0.77365 -0.99674 -1.80770 1.180 0.205 1.335 -0.5015
C -0.81615 -0.56812 -0.54342 -3.431 -2.842 0.468 -0.3729
C 0.05820 0.80010 0.05526 3.781 1.748 4.318 -0.5223
C 0.01352 1.47396 1.34009 -2.389 1.504 0.620 -0.1657
C 0.95052 1.59239 2.68209 -0.635 -1.151 -1.623 -0.8967
H 0.51153 -2.04077 -3.08796 0.154 0.092 0.234 0.2941
H 1.15019 -1.96579 -1.42543 0.492 0.591 0.351 0.3105
H -0.13358 -3.01824 -1.79486 -0.238 0.381 -0.103 0.3059
H -0.47151 -1.22997 0.27308 0.615 -0.201 -0.620 0.2832
H -1.83199 -0.34936 -0.22925 -0.334 0.879 -0.359 0.3622
H 0.80238 0.30751 0.72725 2.018 -1.263 -2.723 0.0869
H 0.34228 1.17968 -0.91614 0.095 0.237 0.414 0.4376
H 1.44459 0.62604 2.87649 0.359 0.374 -0.281 0.3229
H -0.95608 1.82704 1.65738 -0.516 0.780 -0.065 0.3108
H 0.34987 1.74664 3.59837 -0.090 0.206 -0.805 0.3072
H 1.69037 2.42223 2.59469 -0.500 -0.739 -0.157 0.2605

=====

[2]
36
Properties=species:S:1:pos:R:3:forces:R:3:mulliken_charge:R:1 method="wB97M-V/def2-TZVPD" total_energy_ha=-974.460639 homo_ev=-8.42 smiles="Cc1ccccc1OCC(=O)Nc1cccc(C(=O)O)c1" orbital_gap_ev=8.77 total_charge=0
C 4.84707 -0.61354 -0.33720 -0.073 -0.008 0.030 -1.3125
C 3.68723 -1.33200 -0.95190 -0.080 0.077 0.217 0.5314
C 3.76795 -1.92186 -2.19994 -0.099 0.008 0.075 -0.5188
C 2.68133 -2.57825 -2.75626 -0.071 -0.075 -0.116 -0.6660
C 1.49419 -2.64259 -2.05528 0.033 -0.049 -0.073 -0.7271
C 1.38843 -2.06075 -0.80164 -0.045 0.100 0.296 -0.5463
C 2.47765 -1.40711 -0.24591 0.147 -0.205 -0.317 1.0945
O 2.49223 -0.82540 0.99711 0.003 0.052 -0.114 -0.3771
C 1.30266 -0.76565 1.72571 0.084 0.029 -0.070 -0.9306
C 0.24826 0.13616 1.06043 0.165 -0.267 0.294 0.6814
O 0.49504 0.84313 0.11790 0.060 0.134 -0.115 -0.6301
N -0.96436 0.03509 1.68250 -0.038 -0.232 0.288 -0.0922
C -2.15428 0.71431 1.39414 -0.291 0.184 -0.055 0.6800
C -3.24754 0.48816 2.23084 0.105 0.047 -0.107 -0.7047
C -4.45336 1.12416 1.99979 0.064 -0.026 -0.006 -0.6098
C -4.58541 1.99234 0.93282 0.068 0.156 -0.237 -0.6534
C -3.49763 2.21943 0.09362 -0.026 -0.287 0.382 0.0501
C -3.67274 3.15510 -1.04276 -0.457 0.392 -0.275 0.4417
O -4.69536 3.74748 -1.28547 0.034 -0.072 0.074 -0.6033
O -2.57489 3.29070 -1.79578 0.553 -0.104 -0.149 -0.4176
C -2.28088 1.58413 0.31772 0.010 0.104 -0.138 -0.4490
H 5.14582 -1.10370 0.58848 0.093 0.036 0.077 0.3005
H 5.69408 -0.59101 -1.01753 0.058 0.005 -0.027 0.3902
H 4.55855 0.40582 -0.08713 0.080 0.095 0.052 0.2790
H 4.69733 -1.86360 -2.74810 0.105 0.024 -0.024 0.3402
H 2.76309 -3.03057 -3.73297 0.001 -0.037 -0.081 0.3760
H 0.63673 -3.14461 -2.47834 -0.067 -0.033 -0.031 0.3740
H 0.44401 -2.11539 -0.28120 -0.074 0.003 0.060 0.3065
H 1.57953 -0.32115 2.68827 -0.122 -0.097 -0.092 0.4545
H 0.88781 -1.76921 1.90667 0.022 0.134 -0.013 0.4347
H -1.02050 -0.57939 2.48360 0.115 0.048 -0.169 0.1713
H -3.14795 -0.19043 3.06712 0.011 -0.069 0.088 0.3468
H -5.28967 0.93923 2.65660 -0.063 -0.014 0.050 0.3984
H -5.51487 2.50121 0.73149 -0.074 0.040 -0.014 0.4732
H -2.74395 3.91217 -2.52076 -0.237 -0.073 0.219 0.3446
H -1.44560 1.76760 -0.33662 0.007 -0.022 0.023 0.7696

=====

[3]
100
Properties=species:S:1:pos:R:3:forces:R:3:mulliken_charge:R:1 method="wB97M-V/def2-TZVPD" total_energy_ha=-3574.175771 homo_ev=-8.83 orbital_gap_ev=7.12 total_charge=+1
Ru 0.53120 -0.33476 1.04935 -0.350 0.707 1.281 1.5293
O 0.69826 -0.52373 3.11147 -0.155 0.123 -0.067 -0.6010
N 1.72811 0.10711 3.69420 -0.218 -0.118 0.136 -0.0453
C 1.64887 0.33796 5.02029 -0.053 -0.044 -0.073 -0.2863
C 2.64108 1.02181 5.66656 -0.035 -0.047 0.084 -0.7506
C 3.73228 1.48243 4.92460 0.014 -0.008 -0.101 -0.4575
C 3.79810 1.20408 3.57999 0.174 -0.008 0.022 -0.7342
C 2.78528 0.47125 2.95055 0.189 -0.219 -0.249 0.5134
S 2.78995 -0.07614 1.32020 0.392 0.450 -0.102 -0.4035
H 0.75236 -0.04570 5.48271 -0.005 0.024 0.025 0.4533
H 2.55198 1.19642 6.72899 0.023 0.028 -0.035 0.4409
H 4.51752 2.05506 5.39935 -0.013 -0.017 0.006 0.4284
H 4.62735 1.53150 2.96824 -0.008 0.007 0.034 0.4904
O 1.40561 -1.99838 -0.52038 0.196 -0.420 -0.801 -0.5392
S 1.81154 -2.83809 -1.72074 -0.108 -0.053 1.062 -0.2082
C 0.59765 -2.45560 -2.98320 -0.096 0.118 -0.225 -0.9511
C -0.79102 -2.47653 -2.36810 0.058 0.008 -0.123 0.8835
C -1.80113 -1.78539 -3.27969 -0.137 -0.013 0.020 -1.2432
C -2.90769 -1.11422 -2.48242 -0.051 -0.250 -0.056 -1.1035
S -2.43381 0.32653 -1.49430 0.141 0.322 0.771 0.4409
O -1.55006 -0.09999 -0.33879 -0.348 -0.314 -0.819 -0.0595
C -1.38134 1.09917 -2.69732 0.268 0.044 -0.038 0.3239
C -1.95810 1.71988 -3.79561 0.024 0.086 -0.025 -1.0095
C -1.13573 2.31823 -4.73898 -0.001 -0.021 0.003 -0.9208
C 0.24538 2.29994 -4.57344 -0.025 -0.016 0.017 -0.6781
C 0.80698 1.68392 -3.46324 -0.037 -0.017 0.055 -1.2213
C -0.00829 1.07594 -2.51464 -0.036 0.116 -0.196 1.2061
C 3.20324 -2.04105 -2.46519 0.162 0.173 -0.060 0.4215
C 3.46253 -0.71033 -2.16617 0.136 -0.079 -0.150 0.6260
C 4.56019 -0.09976 -2.75488 -0.013 0.003 0.012 -0.8208
C 5.37446 -0.81284 -3.62841 -0.036 -0.008 0.016 -0.6921
C 5.10290 -2.14458 -3.91207 -0.036 -0.008 0.026 -0.5787
C 4.01460 -2.77267 -3.31935 0.054 0.072 -0.052 -0.6507
H 0.73759 -3.17614 -3.79334 -0.002 0.051 0.006 0.6005
H 0.84309 -1.45453 -3.34601 -0.090 -0.025 -0.054 0.2620
H -0.73934 -1.93268 -1.42760 -0.001 -0.003 0.087 -0.7275
H -1.11086 -3.49271 -2.12851 0.038 -0.024 -0.107 0.6413
H -2.23914 -2.47560 -4.00400 -0.030 -0.059 0.069 0.5946
H -1.29151 -1.02220 -3.86911 -0.024 -0.009 -0.071 0.4687
H -3.36532 -1.77550 -1.73984 -0.002 -0.062 -0.101 0.6292
H -3.70610 -0.73891 -3.12826 0.009 0.018 0.032 0.5320
H -3.03658 1.74987 -3.91081 0.033 0.000 0.013 0.4461
H -1.57325 2.80435 -5.60145 0.014 -0.002 0.016 0.4302
H 0.88151 2.77333 -5.31010 -0.006 -0.003 0.017 0.4013
H 1.88245 1.67737 -3.32948 -0.027 -0.003 -0.015 0.4460
H 0.41257 0.59823 -1.63762 0.018 -0.002 0.045 0.3135
H 2.82805 -0.18113 -1.46716 -0.015 -0.029 0.020 -0.2103
H 4.78819 0.93363 -2.52234 0.006 -0.027 -0.003 0.5603
H 6.23311 -0.33282 -4.07975 -0.019 0.002 0.009 0.4216
H 5.74568 -2.70113 -4.58149 -0.009 0.017 0.012 0.3929
H 3.80824 -3.81867 -3.51841 0.001 0.031 0.033 0.4579
C -0.04331 2.33543 3.07688 -0.039 0.260 0.155 -1.8283
P 0.13877 1.88867 1.31921 0.459 -0.649 -0.401 2.3083
C 1.34466 3.13254 0.74734 -0.065 0.301 0.052 -0.0705
C 2.34488 2.81033 -0.15925 0.004 0.184 -0.083 0.6057
C 3.24963 3.77866 -0.58776 -0.070 -0.100 0.007 -0.7559
C 3.15474 5.07755 -0.11598 -0.045 0.016 0.012 -0.6356
C 2.14594 5.41669 0.78065 0.025 -0.046 -0.043 -0.8624
C 1.24718 4.45195 1.20349 0.086 -0.021 0.029 -0.4406
C -1.41833 2.58723 0.66884 -0.180 -0.049 -0.063 0.4599
C -2.61689 2.31496 1.33592 -0.008 0.073 -0.060 -0.5619
C -3.81563 2.84253 0.88492 0.075 0.001 -0.035 -0.8322
C -3.83444 3.65358 -0.24633 -0.019 0.006 0.020 -0.6979
C -2.65308 3.93144 -0.91355 0.077 -0.056 0.023 -0.5295
C -1.44859 3.39787 -0.46019 -0.084 0.072 0.014 -0.1939
H -0.66863 3.22134 3.18247 0.027 -0.027 0.032 0.7408
H 0.93981 2.55358 3.48571 0.061 0.022 0.106 0.3669
H -0.48169 1.50504 3.62380 -0.088 0.003 0.013 0.4112
H 2.42008 1.79605 -0.52057 0.017 -0.032 -0.015 -0.3355
H 4.03466 3.51016 -1.28423 -0.017 0.016 -0.007 0.4357
H 3.85749 5.83073 -0.44932 0.003 -0.020 0.015 0.4183
H 2.06112 6.43248 1.14463 -0.004 -0.009 -0.005 0.4404
H 0.45828 4.73256 1.89238 0.027 -0.006 -0.028 0.3553
H -2.61527 1.69317 2.22268 0.001 0.004 -0.003 0.3292
H -4.73363 2.62842 1.41826 0.016 0.012 -0.017 0.4656
H -4.76790 4.07695 -0.59563 0.014 -0.014 0.009 0.4089
H -2.65591 4.56912 -1.78903 -0.013 -0.005 0.016 0.4791
H -0.53086 3.63662 -0.98394 -0.005 -0.017 -0.007 0.2265
C -4.66439 -3.93731 2.15052 -0.038 -0.010 -0.071 -1.0101
C -3.46087 -3.85981 3.08041 0.165 0.010 -0.024 -0.7520
N -2.18447 -3.65499 2.39106 -0.017 0.054 -0.039 0.3564
C -1.49894 -4.84022 1.88293 -0.041 0.083 0.101 -1.2681
C -1.72424 -5.10915 0.40088 -0.032 -0.049 -0.069 0.1090
C -1.68092 -2.41403 2.13999 0.155 -0.295 0.027 0.9181
C -2.40073 -1.24465 2.73563 -0.078 0.070 0.002 -0.8627
N -0.60727 -2.19993 1.45118 -0.445 -0.367 -0.044 -0.0537
H -5.58943 -3.97098 2.72887 0.035 -0.014 -0.011 0.4052
H -4.63049 -4.83088 1.52490 0.011 0.043 0.021 0.2987
H -4.70649 -3.06555 1.49299 0.000 -0.024 0.038 0.2019
H -3.36642 -4.78496 3.65000 -0.042 -0.002 0.024 0.4273
H -3.60047 -3.06839 3.81147 -0.018 0.023 0.004 0.3540
H -1.85278 -5.68608 2.47093 0.005 -0.025 -0.003 0.3758
H -0.43243 -4.74560 2.10161 0.030 -0.007 -0.017 0.5007
H -2.77619 -5.31043 0.19517 0.030 0.004 0.003 0.3006
H -1.14454 -5.97679 0.08048 -0.012 0.018 0.022 0.3943
H -1.42135 -4.25670 -0.20558 -0.007 0.006 0.038 -0.5554
H -2.39890 -1.31050 3.82452 -0.012 0.000 -0.011 0.6244
H -3.43511 -1.19774 2.39127 0.013 0.020 0.025 0.4986
H -1.88673 -0.33738 2.44101 0.043 0.016 -0.058 -1.1197
H -0.16856 -3.03983 1.09407 0.033 0.037 -0.098 -0.3142

=====

Taking the records one at a time from the top gives lowest unoccupied orbital energy values of -1.4, 0.3, -1.7 eV.
Taking the records one at a time from the top gives relative energy (zero: lowest compared OMol25 entry of this formula, charge and spin) values of 7.689, 0.000, 0.561 eV.